# 1
Entry from OMol25: a cluster of 8 separate species, C45H44N10O16P in total in a non-equilibrium geometry (ωB97M-V/def2-TZVPD).

Properties
**Total energy**: -104302.85959 eV
**2S+1**: 1
**Net charge**: +1
**HOMO-LUMO gap**: 6.5432 eV
**HOMO energy**: -10.79 eV

Each line ends with the Löwdin charge.
Geometry (Å):
N: 5.776 -1.553 2.885  0.194
C: 5.122 -2.062 1.830  -0.275
N: 5.229 -3.313 1.184  0.133
C: 3.917 -3.714 0.561  -0.104
C: 3.038 -2.536 1.119  -0.431
P: 1.281 -2.245 0.493  0.953
O: 0.385 -3.540 1.194  -0.298
O: 0.801 -0.826 1.345  -0.320
N: 4.039 -1.429 1.090  0.065
H: 6.308 -0.686 2.810  0.140
H: 5.654 -1.995 3.795  0.142
H: 5.758 -4.058 1.643  0.161
H: 4.062 -3.689 -0.564  0.133
H: 3.442 -4.673 0.906  0.141
H: 2.927 -2.791 2.233  0.127
H: 0.408 -3.346 2.159  0.053
H: -0.103 -1.017 1.660  0.057
H: 3.633 -0.593 1.522  0.141
C: 1.377 1.836 -0.870  -0.072
C: 0.837 2.090 0.385  -0.099
C: 0.243 3.315 0.652  -0.027
C: 0.189 4.278 -0.349  -0.150
C: 0.732 4.036 -1.607  0.009
C: 1.329 2.808 -1.864  -0.052
N: -0.463 5.559 -0.078  -0.338
O: -0.913 5.742 1.040  0.067
O: -0.527 6.368 -0.984  0.077
H: 1.836 0.874 -1.077  0.093
H: 0.878 1.330 1.156  0.075
H: -0.174 3.502 1.634  0.121
H: 0.696 4.785 -2.388  0.122
H: 1.753 2.606 -2.841  0.111
C: -5.748 3.616 0.751  -0.069
C: -4.407 3.851 1.033  -0.065
C: -3.430 3.012 0.516  -0.003
C: -3.808 1.940 -0.289  -0.162
C: -5.148 1.693 -0.571  -0.002
C: -6.120 2.537 -0.045  -0.051
N: -2.778 1.069 -0.853  -0.331
O: -1.614 1.308 -0.565  0.060
O: -3.134 0.159 -1.577  0.083
H: -6.508 4.276 1.155  0.117
H: -4.124 4.691 1.657  0.118
H: -2.389 3.205 0.742  0.094
H: -5.447 0.858 -1.192  0.121
H: -7.166 2.357 -0.259  0.114
C: 9.078 0.061 -2.075  -0.059
C: 8.507 0.315 -3.317  -0.052
C: 7.139 0.155 -3.500  0.009
C: 6.353 -0.254 -2.429  -0.150
C: 6.917 -0.516 -1.185  -0.015
C: 8.286 -0.357 -1.012  -0.063
N: 4.910 -0.401 -2.608  -0.339
O: 4.449 -0.183 -3.710  0.094
O: 4.249 -0.736 -1.638  0.026
H: 10.146 0.192 -1.935  0.113
H: 9.129 0.639 -4.143  0.114
H: 6.705 0.355 -4.472  0.124
H: 6.309 -0.839 -0.350  0.084
H: 8.736 -0.556 -0.046  0.105
C: -3.826 -1.896 3.616  -0.071
C: -4.343 -1.666 4.886  -0.055
C: -4.924 -0.440 5.190  0.017
C: -4.984 0.545 4.210  -0.132
C: -4.462 0.326 2.940  0.009
C: -3.881 -0.901 2.645  -0.067
N: -5.618 1.830 4.511  -0.341
O: -6.051 2.002 5.634  0.092
O: -5.676 2.650 3.613  0.073
H: -3.379 -2.856 3.381  0.103
H: -4.296 -2.443 5.639  0.078
H: -5.325 -0.272 6.182  0.125
H: -4.504 1.093 2.176  0.093
H: -3.474 -1.084 1.656  0.102
C: -2.875 9.293 -1.312  -0.063
C: -3.487 10.113 -2.255  -0.065
C: -4.415 9.582 -3.141  -0.003
C: -4.727 8.229 -3.071  -0.147
C: -4.114 7.401 -2.136  0.002
C: -3.185 7.939 -1.255  -0.070
N: -5.723 7.669 -3.985  -0.355
O: -6.226 8.417 -4.803  0.078
O: -5.995 6.487 -3.874  0.070
H: -2.154 9.712 -0.618  0.111
H: -3.241 11.168 -2.297  0.108
H: -4.886 10.229 -3.871  0.119
H: -4.350 6.345 -2.081  0.115
H: -2.704 7.305 -0.522  0.080
C: 6.190 -5.050 -7.046  -0.060
C: 5.189 -4.623 -6.180  -0.058
C: 5.492 -4.329 -4.857  -0.002
C: 6.805 -4.462 -4.414  -0.150
C: 7.811 -4.895 -5.272  0.002
C: 7.498 -5.190 -6.593  -0.057
N: 7.134 -4.129 -3.029  -0.346
O: 6.226 -3.770 -2.296  0.034
O: 8.295 -4.224 -2.682  0.085
H: 5.951 -5.273 -8.080  0.113
H: 4.172 -4.517 -6.538  0.113
H: 4.705 -3.997 -4.192  0.116
H: 8.833 -5.005 -4.930  0.121
H: 8.273 -5.525 -7.270  0.113
C: -6.287 -7.599 3.264  -0.066
C: -4.919 -7.560 3.512  -0.066
C: -4.407 -6.664 4.442  -0.007
C: -5.276 -5.816 5.121  -0.148
C: -6.644 -5.844 4.873  0.004
C: -7.147 -6.741 3.939  -0.059
N: -4.744 -4.888 6.119  -0.357
O: -3.538 -4.874 6.299  0.065
O: -5.537 -4.184 6.717  0.074
H: -6.684 -8.304 2.541  0.111
H: -4.252 -8.230 2.982  0.109
H: -3.340 -6.642 4.628  0.116
H: -7.323 -5.182 5.395  0.122
H: -8.212 -6.774 3.740  0.112

***

# 2
Entry from OMol25: a structure of composition C45H45BBrN2O4Pt in a non-equilibrium geometry (ωB97M-V/def2-TZVPD).

Properties
**Total energy**: -132525.83878 eV
**2S+1**: 1
**Net charge**: +1
**HOMO-LUMO gap**: 5.3018 eV
**HOMO energy**: -10.88 eV

Each line ends with the Löwdin charge.
Geometry (Å):
Pt: 0.069 0.050 0.525  1.390
O: 0.792 1.179 -1.233  -0.185
C: 2.069 1.132 -1.663  -0.490
C: 3.068 0.977 -0.460  -0.035
C: 3.214 -0.453 -0.050  -0.230
C: 4.354 -1.200 -0.336  0.014
C: 4.411 -2.520 0.079  -0.001
C: 3.331 -3.075 0.746  0.018
C: 2.214 -2.280 0.986  -0.241
C: 0.962 -2.814 1.600  -0.041
C: -0.049 -3.072 0.422  -0.503
O: -0.274 -1.948 -0.289  -0.185
C: 0.567 -4.195 -0.419  -0.161
C: 1.338 -3.870 -1.524  -0.032
C: 1.941 -4.862 -2.276  -0.059
C: 1.798 -6.189 -1.912  -0.075
C: 1.038 -6.517 -0.799  -0.065
C: 0.418 -5.528 -0.058  -0.018
C: -1.442 -3.528 0.914  -0.164
C: -2.382 -3.778 -0.081  -0.032
C: -3.657 -4.200 0.245  -0.068
C: -4.014 -4.350 1.575  -0.082
C: -3.092 -4.061 2.566  -0.073
C: -1.810 -3.640 2.244  -0.029
N: 2.194 -1.010 0.595  0.140
C: 2.262 2.478 -2.404  -0.141
C: 1.768 2.586 -3.698  -0.024
C: 1.944 3.754 -4.417  -0.068
C: 2.588 4.836 -3.838  -0.082
C: 3.011 4.752 -2.523  -0.072
C: 2.837 3.584 -1.798  -0.028
C: 2.346 0.024 -2.683  -0.179
C: 1.311 -0.785 -3.125  -0.046
C: 1.565 -1.801 -4.033  -0.084
C: 2.854 -2.030 -4.483  -0.083
C: 3.884 -1.203 -4.065  -0.057
C: 3.627 -0.165 -3.189  -0.038
H: 2.628 1.532 0.377  0.126
H: 4.037 1.390 -0.732  0.128
H: 5.172 -0.758 -0.879  0.122
H: 5.293 -3.110 -0.115  0.123
H: 3.341 -4.105 1.066  0.132
H: 0.523 -2.050 2.250  0.096
H: 1.150 -3.738 2.144  0.140
H: 1.450 -2.834 -1.794  0.087
H: 2.526 -4.591 -3.143  0.096
H: 2.263 -6.974 -2.489  0.105
H: 0.922 -7.548 -0.508  0.107
H: -0.198 -5.793 0.789  0.124
H: -2.102 -3.646 -1.115  0.122
H: -4.372 -4.404 -0.538  0.105
H: -5.009 -4.676 1.838  0.105
H: -3.372 -4.163 3.604  0.105
H: -1.118 -3.426 3.043  0.104
H: 1.259 1.748 -4.152  0.118
H: 1.574 3.815 -5.429  0.106
H: 2.748 5.738 -4.409  0.105
H: 3.480 5.602 -2.053  0.105
H: 3.166 3.550 -0.772  0.110
H: 0.316 -0.629 -2.732  0.104
H: 0.753 -2.430 -4.368  0.115
H: 3.056 -2.846 -5.159  0.107
H: 4.889 -1.361 -4.427  0.109
H: 4.427 0.504 -2.909  0.125
C: -2.862 0.342 -3.631  -0.025
C: -2.412 1.167 -2.471  -0.232
C: -2.141 2.531 -2.592  0.029
C: -1.696 3.240 -1.488  -0.067
C: -1.499 2.541 -0.315  -0.727
Br: -0.770 3.425 1.187  0.897
N: -1.768 1.250 -0.163  -0.044
C: -2.240 0.588 -1.223  -0.087
H: -3.842 0.663 -3.980  0.094
H: -2.923 -0.704 -3.344  0.083
H: -2.164 0.450 -4.460  0.091
H: -2.270 3.034 -3.538  0.135
H: -1.490 4.298 -1.521  0.117
H: -2.473 -0.455 -1.049  0.125
C: 1.653 2.313 5.152  0.004
C: 1.132 0.982 4.620  -0.440
C: 1.967 -0.148 5.224  0.001
O: 1.339 0.945 3.189  0.095
B: 0.196 0.551 2.574  -0.750
O: -0.828 0.362 3.439  0.099
C: -0.421 0.776 4.768  -0.437
C: -1.185 2.064 5.078  -0.001
C: -0.832 -0.313 5.754  0.005
H: 2.734 2.334 5.048  0.096
H: 1.409 2.418 6.204  0.100
H: 1.242 3.149 4.596  0.089
H: 3.012 0.013 4.973  0.097
H: 1.671 -1.116 4.829  0.088
H: 1.869 -0.150 6.305  0.097
H: -0.932 2.844 4.364  0.070
H: -0.971 2.402 6.088  0.098
H: -2.251 1.862 4.992  0.101
H: -0.439 -1.279 5.458  0.084
H: -1.915 -0.379 5.776  0.097
H: -0.478 -0.082 6.755  0.099